Entry 1:
{
  "formula": "C16H26B2N6O2Sr",
  "method": "the ωB97M-V functional and the def2-TZVPD basis",
  "species": ["H", "N", "B", "N", "C", "Sr", "H", "C", "H", "C", "H", "C", "H", "H", "H", "N", "N", "N", "N", "C", "C", "H", "H", "C", "C", "C", "C", "H", "H", "H", "H", "H", "C", "C", "C", "O", "B", "O", "C", "C", "C", "H", "H", "H", "H", "H", "H", "H", "H", "H", "H", "H", "H"],
  "coordinates": [[3.52896, -2.21208, -0.28470], [1.69824, -2.27760, -1.40499], [-0.11553, -2.91432, -3.17760], [1.30244, -2.98361, -2.53747], [2.34880, -3.69801, -2.99835], [0.49007, -0.99010, 0.21178], [2.20203, -4.30556, -3.87962], [3.44438, -3.48972, -2.16039], [4.42470, -3.90749, -2.26661], [2.99357, -2.60750, -1.15217], [-0.22871, -3.74573, -4.03453], [-2.15243, 2.85612, -0.97900], [-2.44759, 3.09427, 0.05442], [-1.88228, 1.78944, -1.03805], [-3.02279, 3.04579, -1.61846], [-0.30745, -1.48501, -3.77376], [-1.29905, -3.04558, -2.15194], [-0.26329, -0.42358, -2.88752], [-1.25357, -2.36939, -0.94158], [-0.55583, -1.05263, -5.02747], [-2.47846, -3.69083, -2.26649], [-0.62516, -1.75488, -5.84985], [-2.66757, -4.32145, -3.12541], [-0.64713, 0.34126, -4.97805], [-3.23382, -3.43593, -1.12013], [-0.44840, 0.68457, -3.61950], [-2.41334, -2.64267, -0.29188], [-0.83149, 1.00847, -5.80077], [-4.23317, -3.79023, -0.92105], [-0.43315, 1.67141, -3.16354], [-2.58885, -2.27356, 0.72817], [-1.29355, 3.44967, -1.28525], [1.70616, 2.75462, 2.01205], [1.09857, 1.74099, 2.96078], [2.19513, 1.11890, 3.80058], [0.57603, 0.65295, 2.09491], [-0.76186, 0.60625, 2.32750], [-1.26707, 1.38964, 3.25078], [-0.18904, 2.20649, 3.77022], [-0.14366, 1.90299, 5.25749], [-0.63896, 3.63841, 3.53661], [0.99988, 3.13946, 1.26587], [2.53428, 2.28838, 1.45495], [2.13042, 3.60025, 2.57481], [3.02285, 0.77461, 3.16133], [2.61453, 1.87178, 4.48515], [1.84962, 0.25409, 4.38159], [0.57670, 2.55285, 5.77394], [-1.12638, 2.08448, 5.70991], [0.11647, 0.85830, 5.46304], [-0.76654, 3.87147, 2.47081], [-1.61209, 3.81559, 4.01957], [0.07435, 4.35397, 3.96986]],
  "nbo_charge": [0.205, -0.455, 0.567, -0.315, 0.019, 1.733, 0.230, -0.355, 0.232, -0.057, -0.042, -0.859, 0.221, 0.220, 0.216, -0.344, -0.318, -0.348, -0.445, -0.017, -0.001, 0.218, 0.222, -0.369, -0.363, -0.050, -0.042, 0.223, 0.229, 0.207, 0.237, 0.201, -0.631, 0.230, -0.629, -0.902, 0.330, -0.742, 0.205, -0.622, -0.623, 0.224, 0.205, 0.216, 0.206, 0.215, 0.223, 0.203, 0.228, 0.216, 0.218, 0.228, 0.203],
  "lumo_energy_ev": -0.23,
  "charge": 0,
  "orbital_gap_ev": 5.4
}

---

Entry 2:
{
  "formula": "C16H26B2N6O2Zn",
  "method": "the ωB97M-V functional and the def2-TZVPD basis",
  "species": ["C", "N", "N", "C", "C", "B", "N", "N", "C", "C", "C", "Zn", "N", "N", "C", "C", "C", "H", "H", "H", "H", "H", "H", "H", "H", "H", "H", "H", "C", "H", "H", "H", "C", "C", "C", "O", "B", "O", "C", "C", "C", "H", "H", "H", "H", "H", "H", "H", "H", "H", "H", "H", "H"],
  "coordinates": [[1.86507, -2.89404, -0.40328], [1.05966, -2.16528, -1.18213], [0.96177, -2.81329, -2.40785], [1.73767, -3.91041, -2.38380], [2.31523, -4.01130, -1.12066], [0.11202, -2.19648, -3.54187], [-1.29883, -1.86310, -2.93901], [-1.42064, -1.11447, -1.77288], [-2.72643, -0.86829, -1.58467], [-3.45174, -1.41504, -2.65518], [-2.51675, -2.01792, -3.48927], [0.19744, -0.40413, -0.73417], [0.69234, -0.75399, -3.71216], [0.67157, 0.10350, -2.61727], [0.94075, 1.33863, -3.05798], [1.19754, 1.27771, -4.43535], [1.00701, -0.04952, -4.81508], [0.91678, 2.17641, -2.36919], [1.06714, -0.55269, -5.77108], [1.48405, 2.10115, -5.05913], [0.05787, -2.85330, -4.53863], [-2.61511, -2.54398, -4.42637], [1.81061, -4.52345, -3.26574], [-4.51523, -1.38272, -2.78384], [2.96249, -4.78203, -0.75298], [-3.07703, -0.34456, -0.70375], [2.07274, -2.57721, 0.61147], [-1.66301, 2.55286, -0.51903], [-2.57128, 3.02129, -0.10672], [-3.21818, 3.36219, -0.92889], [-3.11771, 2.28313, 0.49153], [-2.28090, 3.85231, 0.54787], [1.03911, -0.34790, 4.43009], [0.27441, 0.34878, 3.33740], [-1.19488, 0.32807, 3.74300], [0.44619, -0.44429, 2.16363], [0.46051, 0.44301, 1.12883], [0.64421, 1.74983, 1.48665], [0.79496, 1.75975, 2.90824], [0.05945, 2.96660, 3.44025], [2.26525, 1.94726, 3.26256], [2.10832, -0.38688, 4.21338], [0.66286, -1.37143, 4.51466], [0.88660, 0.15751, 5.38858], [-1.51231, -0.71372, 3.86639], [-1.30846, 0.82666, 4.71210], [-1.86387, 0.80099, 3.01544], [0.14225, 2.99781, 4.53182], [0.52675, 3.87970, 3.05325], [-0.99889, 2.98700, 3.16259], [2.88632, 1.11827, 2.90959], [2.63074, 2.87453, 2.81004], [2.39359, 2.04650, 4.34865]],
  "nbo_charge": [0.017, -0.516, -0.339, 0.047, -0.301, 0.540, -0.269, -0.420, 0.008, -0.166, 0.046, 1.587, -0.257, -0.438, 0.008, -0.163, 0.047, 0.253, 0.269, 0.270, 0.021, 0.267, 0.254, 0.270, 0.265, 0.251, 0.238, 0.175, -0.851, 0.236, 0.206, 0.238, -0.634, 0.253, -0.641, -0.664, 0.770, -0.679, 0.242, -0.635, -0.641, 0.230, 0.242, 0.247, 0.239, 0.247, 0.214, 0.244, 0.244, 0.227, 0.215, 0.242, 0.246],
  "lumo_energy_ev": [-11.14, -10.66],
  "charge": 2,
  "orbital_gap_ev": [4.1, 4.8]
}

---

Number 1: F_max 0.1088 Eh/bohr. Number 2: F_max 0.0724 Eh/bohr.